Entry 1:
Computed, not measured: an isolated molecule of C14H21N3O3S in a non-equilibrium geometry, with ωB97M-V with the def2-TZVPD basis set.

Computed properties:
Frontier orbital gap: 8.6 eV
Net charge: 0
HOMO energy: -8.1 eV
Multiplicity: 1
SMILES string: COCCCNC(=S)N1CCN(C(=O)c2ccco2)CC1
Relative energy (zero: lowest compared OMol25 entry of this formula, charge and spin): 1.418 eV

```
42
Properties=species:S:1:pos:R:3:lowdin_charge:R:1
C -6.61 -0.49 1.20 -0.117
O -5.26 -0.57 1.56 -0.190
C -4.36 -0.10 0.57 -0.246
C -4.17 -1.08 -0.59 -0.156
C -3.08 -0.62 -1.55 -0.236
N -1.78 -0.54 -0.93 -0.010
C -1.22 0.62 -0.51 -0.799
S -1.90 2.08 -0.91 0.701
N -0.09 0.54 0.24 -0.123
C 0.85 -0.56 0.18 -0.114
C 2.01 -0.20 -0.78 -0.105
N 2.65 1.01 -0.33 -0.039
C 3.87 1.14 0.25 -0.388
O 4.20 2.18 0.80 0.064
C 4.85 0.04 0.19 -0.169
C 6.04 0.02 0.87 0.011
C 6.69 -1.17 0.50 -0.046
C 5.86 -1.79 -0.38 -0.103
O 4.75 -1.07 -0.58 0.020
C 1.72 2.12 -0.24 -0.108
C 0.57 1.75 0.70 -0.172
H -6.87 -1.20 0.41 0.081
H -6.88 0.52 0.87 0.090
H -7.18 -0.74 2.10 0.088
H -4.69 0.88 0.19 0.117
H -3.41 0.04 1.10 0.117
H -5.10 -1.17 -1.15 0.109
H -3.92 -2.06 -0.18 0.118
H -3.01 -1.31 -2.40 0.118
H -3.31 0.38 -1.94 0.060
H -1.50 -1.39 -0.46 0.128
H 0.38 -1.48 -0.16 0.112
H 1.25 -0.72 1.19 0.135
H 2.71 -1.02 -0.83 0.114
H 1.59 -0.03 -1.78 0.140
H 6.39 0.77 1.55 0.120
H 7.65 -1.52 0.84 0.104
H 5.95 -2.71 -0.93 0.123
H 1.32 2.34 -1.24 0.128
H 2.26 2.99 0.14 0.125
H 0.95 1.57 1.70 0.134
H -0.17 2.56 0.73 0.063
```

***

Entry 2:
Computed, not measured: a structure of composition C20H16MnN4Se2 in a non-equilibrium geometry, with ωB97M-V with the def2-TZVPD basis set.

Computed properties:
Frontier orbital gap (spin up / spin down): 6.3 / 7.7 eV
⟨S²⟩: 6.13
Net charge: +3
HOMO energy (spin up / spin down): -18.5 / -18.5 eV
Multiplicity: 5

```
43
Properties=species:S:1:pos:R:3:lowdin_charge:R:1
Mn -0.71 -9.62 -11.96 0.804
C -2.42 -8.17 -8.41 0.005
C -2.91 -6.90 -8.74 0.049
C -2.66 -6.41 -10.02 0.058
C -1.99 -7.19 -10.96 -0.156
N -1.51 -8.40 -10.56 -0.012
C -1.70 -8.84 -9.31 -0.094
C -1.70 -6.85 -12.38 -0.179
C -1.83 -5.57 -12.93 0.061
C -1.44 -5.40 -14.27 0.026
C -0.97 -6.45 -15.00 -0.002
C -0.96 -7.69 -14.44 -0.075
N -1.32 -7.90 -13.16 0.017
H -2.71 -8.54 -7.43 0.144
H -3.52 -6.33 -8.09 0.130
H -3.08 -5.45 -10.27 0.133
H -1.34 -9.82 -9.12 0.121
H -2.19 -4.79 -12.33 0.116
H -1.49 -4.39 -14.68 0.147
H -0.67 -6.29 -16.01 0.131
H -0.64 -8.56 -14.97 0.114
Se 0.58 -11.33 -13.10 0.910
Se 0.12 -12.60 -11.27 0.870
C -1.79 -12.25 -11.49 -0.590
C -2.76 -13.28 -11.41 -0.010
C -4.12 -12.99 -11.63 0.044
C -4.43 -11.65 -11.91 0.026
C -3.42 -10.71 -11.97 -0.084
N -2.15 -10.99 -11.74 -0.139
C 1.94 -10.20 -12.35 -0.603
C 3.30 -10.34 -12.36 -0.016
C 4.06 -9.40 -11.68 0.045
C 3.43 -8.26 -11.16 0.046
C 2.04 -8.18 -11.26 -0.038
N 1.32 -9.15 -11.84 -0.085
H -2.46 -14.28 -11.19 0.123
H -4.89 -13.75 -11.70 0.150
H -5.48 -11.43 -12.15 0.145
H -3.58 -9.70 -12.22 0.118
H 3.78 -11.27 -12.70 0.150
H 5.13 -9.55 -11.61 0.143
H 4.01 -7.47 -10.72 0.135
H 1.50 -7.37 -10.83 0.124
```

***

| no. | DFT total energy (eV) |
| --- | --- |
| 1 | -36306.138 |
| 2 | -188947.223 |